Record 1
Density functional theory data (ωB97M-V with the def2-TZVPD basis set) for a 2-piece molecular cluster, C4H12IN2 overall in a non-equilibrium geometry.

Last column: Löwdin charge in e.
Cartesian coordinates (Å):
C 2.614 0.305 -1.817  -0.0777
C -3.185 -1.160 0.816  -0.1411
C 2.275 0.891 -0.431  -0.2983
C 1.010 0.653 0.225  -0.7827
N -0.073 0.255 -0.281  0.0980
N -2.091 -0.349 1.273  -0.1032
I 0.913 1.288 2.222  1.0265
H 1.807 0.175 -2.496  0.0477
H 3.298 1.046 -2.337  0.1105
H 3.070 -0.704 -1.766  0.0944
H -3.081 -2.176 1.143  0.0722
H -4.197 -0.804 1.234  0.1228
H -3.124 -1.077 -0.291  0.0904
H 3.031 0.616 0.320  0.1038
H 2.440 2.016 -0.584  0.1607
H 0.076 -0.240 -1.251  0.1845
H -1.052 0.050 0.341  0.0549
H -2.414 0.273 1.972  0.0739
H -1.317 -1.060 1.709  0.1628

Properties
* orbital gap: 10.33 eV
* total charge: +1
* energy: -566.52426 a.u.
* HOMO energy: -14.11 eV

=====

Record 2
Density functional theory data (ωB97M-V with the def2-TZVPD basis set) for C13H18ClIN2O2PSY as an isolated structure in a non-equilibrium geometry.

Last column: Löwdin charge in e.
Cartesian coordinates (Å):
C 0.499 -5.501 0.624  0.0462
C -0.217 -4.373 0.051  -0.0472
H 0.454 -6.372 -0.065  0.1593
H 0.034 -5.781 1.573  0.1341
H 1.553 -5.207 0.785  0.1397
O -0.697 -3.941 -0.937  0.2704
I 2.911 -0.812 -1.638  0.2897
Y 0.771 -1.092 0.200  0.5487
P -2.238 -0.985 0.561  0.7225
C -3.520 -0.431 -0.627  -0.2610
C -2.980 -2.619 0.963  -0.2890
H -2.214 -0.433 2.949  0.0533
H -3.841 -0.363 2.244  0.0600
H -2.691 0.972 1.945  0.0307
C -2.790 -0.110 2.075  -0.2582
H -2.390 -3.136 1.735  0.0320
H -3.989 -2.408 1.351  0.0625
H -4.532 -0.719 -0.306  0.0700
H -3.327 -0.922 -1.588  0.0435
H -3.075 -3.238 0.059  0.0427
H -3.506 0.658 -0.762  0.0540
C -0.314 -0.320 -1.870  -0.1904
O -0.984 0.142 -2.693  0.1342
Cl 0.636 -2.403 2.284  0.0193
N -0.978 1.980 0.449  0.0564
C 0.353 2.236 0.788  -0.6664
N 1.286 1.293 0.871  -0.0262
C 2.548 1.890 1.150  -0.3150
C 3.786 1.257 1.177  -0.0819
C 4.945 2.020 1.292  -0.0505
C 4.902 3.409 1.461  -0.0381
C 3.657 4.061 1.469  -0.0546
C 2.505 3.293 1.281  -0.4305
S 0.839 3.870 1.134  1.1579
H -1.464 2.891 0.475  0.1089
H -1.055 1.638 -0.515  0.0602
H 3.801 0.171 1.041  0.0489
H 5.898 1.499 1.250  0.1195
H 5.827 3.970 1.590  0.1227
H 3.575 5.138 1.606  0.1218

Properties
* orbital gap: 4.39 eV
* total charge: +2
* energy: -2301.46067 a.u.
* HOMO energy: -14.11 eV

=====

Record 3
Density functional theory data (ωB97M-V with the def2-TZVPD basis set) for a 2-piece molecular cluster, CH5NO2S2 overall in a non-equilibrium geometry.

Last column: Löwdin charge in e.
Cartesian coordinates (Å):
C -1.888 -0.508 0.382  -0.2399
N -0.071 1.205 -0.015  -0.2423
O 0.917 2.022 -0.304  -0.1327
O 0.216 -1.250 -1.029  -0.5405
S 2.935 -0.055 0.386  0.5220
S -0.061 -0.609 0.246  0.7632
H -2.132 -0.149 1.376  0.0451
H -2.256 0.183 -0.365  0.0463
H -2.295 -1.499 0.219  0.0497
H 1.815 1.541 -0.246  -0.0476
H 2.821 -0.880 -0.651  -0.2233

Properties
* orbital gap (alpha / beta): 8.61 / 5.85 eV
* total charge: 0
* energy: -1042.50574 a.u.
* HOMO energy (alpha / beta): -8.94 / -9.03 eV

=====

Record 4
Density functional theory data (ωB97M-V with the def2-TZVPD basis set) for one molecule with the formula C4H10N2O in a non-equilibrium geometry.

Last column: Löwdin charge in e.
Cartesian coordinates (Å):
C 0.963 -0.904 1.060  -0.0433
C 0.515 -0.074 -0.120  -0.4318
C 1.380 0.483 -0.993  -0.1611
N 2.765 0.293 -1.018  0.0374
O -0.797 -0.117 -0.436  -0.1495
C -2.104 0.612 0.455  -0.1147
N -3.126 -0.122 -0.112  0.0077
H 1.308 -1.888 0.721  0.0826
H 0.140 -1.068 1.756  0.0647
H 1.780 -0.446 1.629  0.0716
H 0.982 1.010 -1.847  0.1104
H 3.163 -0.035 -0.152  0.0638
H 3.281 1.074 -1.395  0.0733
H -1.821 0.274 1.450  0.0970
H -2.190 1.689 0.299  0.1131
H -2.765 -1.060 -0.322  0.0964
H -3.473 0.280 -0.975  0.0822

Properties
* orbital gap: 8.08 eV
* total charge: 0
* energy: -343.09221 a.u.
* HOMO energy: -7.06 eV
* SMILES: C/C(=C\N)OCN

=====

Record 5
Density functional theory data (ωB97M-V with the def2-TZVPD basis set) for a 12-piece molecular cluster, C26H81BF4N6O11 overall in a non-equilibrium geometry.

Last column: Löwdin charge in e.
Cartesian coordinates (Å):
O -4.807 10.600 9.229  0.1746
H -4.114 10.454 9.890  0.1496
H -4.475 11.224 8.493  0.0863
H -5.632 11.013 9.677  0.0919
O -9.361 11.461 8.760  0.1465
H -8.538 11.452 9.340  0.0903
H -9.408 10.706 8.062  0.0816
H -9.426 12.343 8.313  0.0932
C -8.312 11.209 12.226  -0.0977
C -7.155 11.972 11.577  -0.4384
O -7.038 11.741 10.212  -0.3289
H -9.236 11.710 11.919  0.0426
H -8.247 11.360 13.306  0.0724
H -8.410 10.171 11.913  0.0708
H -6.250 11.610 12.106  0.0882
H -7.166 12.996 11.984  0.0979
B -6.752 12.626 6.662  -1.3124
F -6.546 11.388 7.285  0.1271
F -6.660 12.454 5.262  0.1037
F -8.005 13.148 6.937  0.1332
F -5.818 13.554 7.085  0.1244
C -10.194 8.993 4.505  -0.0302
C -10.083 10.103 5.587  -0.3550
C -11.509 10.601 5.878  -0.2031
O -11.565 11.758 6.689  -0.2242
C -12.790 12.454 6.546  -0.0900
N -9.425 9.595 6.826  0.0625
H -11.200 8.961 4.092  0.0754
H -9.845 8.039 4.902  0.0809
H -9.459 9.210 3.728  0.0631
H -9.425 10.839 5.126  0.1254
H -12.182 9.827 6.264  0.1371
H -11.920 10.878 4.896  0.1208
H -12.763 12.911 5.549  0.0641
H -12.861 13.327 7.190  0.0936
H -13.666 11.805 6.602  0.0939
H -8.501 9.299 6.496  0.0513
H -9.990 8.791 7.085  0.1064
C -4.742 10.515 2.085  -0.0604
C -6.185 11.005 1.947  -0.4184
C -6.889 10.420 0.750  -0.2182
O -8.255 10.800 0.765  -0.2140
C -8.985 10.239 -0.320  -0.0958
N -6.867 10.496 3.167  0.0503
H -4.688 9.471 2.387  0.0805
H -4.147 11.114 2.774  0.0543
H -4.214 10.623 1.130  0.0755
H -6.283 12.095 1.998  0.1374
H -6.720 9.340 0.729  0.1344
H -6.492 10.943 -0.131  0.1305
H -8.597 10.670 -1.249  0.0852
H -9.984 10.655 -0.201  0.0876
H -8.929 9.151 -0.343  0.0878
H -7.855 10.727 3.071  0.0373
H -6.576 11.140 3.907  0.0401
C -3.329 10.363 6.060  -0.0614
C -2.676 11.713 6.432  -0.3639
C -2.691 12.608 5.188  -0.1815
O -1.891 13.731 5.570  -0.1836
C -2.162 14.921 4.859  -0.1063
N -3.430 12.277 7.589  0.0627
H -4.392 10.360 5.812  0.0675
H -3.255 9.582 6.827  0.0718
H -2.782 9.858 5.259  0.0802
H -1.668 11.504 6.789  0.1418
H -3.705 12.813 4.833  0.1266
H -2.146 12.080 4.400  0.1268
H -2.081 14.919 3.768  0.0902
H -1.396 15.618 5.205  0.0883
H -3.125 15.364 5.130  0.0753
H -4.162 12.811 7.122  0.0608
H -2.760 12.961 7.934  0.1043
C -5.894 17.326 7.435  -0.0604
C -7.173 17.681 6.669  -0.4088
C -7.529 16.641 5.577  -0.1832
O -6.671 16.823 4.462  -0.1876
C -6.144 15.633 3.900  -0.0822
N -8.249 17.860 7.644  0.0350
H -5.043 17.587 6.788  0.0722
H -5.791 16.286 7.735  0.0571
H -5.691 18.018 8.254  0.0744
H -7.007 18.586 6.081  0.1360
H -8.541 16.906 5.266  0.1149
H -7.455 15.627 5.978  0.1135
H -5.504 15.145 4.643  0.0687
H -5.564 15.857 3.009  0.0905
H -6.985 14.964 3.699  0.0705
H -8.166 17.082 8.295  0.0528
H -8.120 18.672 8.232  0.0666
C -9.488 13.513 2.933  -0.0524
C -10.312 14.397 3.878  -0.4089
C -11.739 14.499 3.404  -0.1953
O -11.957 15.452 2.353  -0.1863
C -11.697 16.798 2.673  -0.1184
N -10.271 13.782 5.212  0.0841
H -8.484 13.332 3.319  0.0474
H -9.373 14.035 1.976  0.0857
H -9.952 12.545 2.737  0.0754
H -9.869 15.389 3.982  0.1109
H -12.302 14.907 4.254  0.1164
H -12.172 13.543 3.115  0.1257
H -12.156 17.393 1.885  0.0873
H -10.625 16.971 2.786  0.0791
H -12.191 17.166 3.581  0.0901
H -10.766 12.903 5.335  0.0261
H -9.312 13.502 5.378  0.0410
C -9.724 15.470 11.228  -0.0487
C -10.475 14.268 10.619  -0.3733
C -11.988 14.443 10.639  -0.2170
O -12.474 14.765 11.924  -0.1839
C -13.871 14.958 11.921  -0.1138
N -10.073 14.236 9.179  0.0363
H -8.662 15.248 11.321  0.0624
H -10.148 15.788 12.184  0.0717
H -9.791 16.339 10.568  0.0764
H -10.096 13.345 11.053  0.1090
H -12.373 13.482 10.278  0.1251
H -12.286 15.218 9.925  0.1271
H -14.221 15.093 12.944  0.0849
H -14.350 14.063 11.513  0.0860
H -14.150 15.866 11.378  0.0877
H -9.051 14.375 9.130  0.0250
H -10.373 15.147 8.832  0.0749
O -6.711 8.715 6.409  -0.0563
H -6.683 9.612 6.774  0.0064
H -6.162 8.195 7.004  0.0534
O -7.235 14.628 9.122  -0.0737
H -6.996 13.787 9.559  0.0347
H -7.050 14.481 8.184  0.0051

Properties
* orbital gap: 8.38 eV
* total charge: 0
* energy: -2619.76520 a.u.
* HOMO energy: -8.47 eV